(1)
151
Properties=species:S:1:pos:R:3 method="wB97M-V/def2-TZVPD" de_lowest_kj_mol=917.8 total_energy_ha=-6040.5307 total_charge=-1 gap_ev=4.509 homo_ev=-4.91
C -10.3190 -13.7782 21.7451
C -10.9754 -14.1854 20.4043
O -11.2006 -13.3520 19.5184
N -10.9026 -15.7163 20.0801
H -9.9256 -15.9680 20.0356
H -11.3279 -16.3111 20.7768
C -11.4187 -16.0031 18.6678
H -10.6680 -14.4644 22.5167
H -10.6084 -12.7527 21.9744
H -9.2408 -13.8301 21.5933
H -12.4300 -15.6002 18.6142
H -11.4590 -17.0758 18.4784
H -10.8499 -15.4376 17.9297
C -0.4877 -11.8177 11.3261
C 0.0947 -12.0362 12.7022
C -0.3280 -10.9656 13.7195
C -1.8450 -10.7692 14.1042
P -2.4311 -9.1628 14.7071
C -1.8029 -8.8926 16.4446
C -2.3953 -9.7333 17.4540
C -2.0092 -9.3823 18.9180
C -2.7235 -10.1222 20.0198
C -1.7945 -7.8463 13.5927
C -2.4926 -6.4971 13.7494
C -1.9422 -5.3138 12.8763
C -0.5233 -4.8731 13.2739
C -4.2473 -9.0342 14.9017
C -4.7791 -7.8184 15.7524
C -6.0341 -7.1676 15.1717
C -7.2931 -7.9803 15.3362
H -0.1445 -12.5969 10.6456
H -0.1188 -10.8472 10.9945
H -1.5687 -11.7974 11.1880
H 1.1692 -11.8529 12.6994
H -0.1489 -13.0558 13.0006
H 0.0373 -10.0217 13.3148
H 0.2714 -11.0178 14.6284
H -2.2342 -11.4919 14.8213
H -2.4047 -10.8582 13.1731
H -1.9988 -7.8520 16.7035
H -0.7213 -8.9765 16.3394
H -2.0201 -10.7292 17.2183
H -3.4838 -9.7568 17.4021
H -2.2338 -8.3249 19.0578
H -0.9411 -9.5620 19.0400
H -2.3366 -9.8731 21.0079
H -2.4973 -11.1856 19.9410
H -3.8062 -10.0178 19.9491
H -1.8841 -8.1948 12.5638
H -0.7251 -7.7925 13.7966
H -2.5055 -6.1988 14.7977
H -3.5732 -6.6098 13.6618
H -2.5688 -4.4225 12.8420
H -1.9245 -5.6804 11.8500
H -0.3366 -4.5910 14.3100
H -0.2327 -4.1033 12.5591
H 0.2003 -5.6528 13.0360
H -4.6740 -9.9582 15.2917
H -4.6397 -8.9917 13.8856
H -4.0827 -6.9905 15.8853
H -5.0422 -8.1805 16.7462
H -5.8416 -6.9895 14.1137
H -6.1799 -6.1734 15.5942
H -7.6560 -8.0077 16.3637
H -7.0510 -9.0199 15.1156
H -8.0650 -7.5928 14.6713
C -8.3735 -14.3490 10.0194
C -9.4399 -14.1299 11.1320
C -10.5214 -13.1381 10.7461
C -11.6918 -13.0511 11.7946
P -13.2530 -12.3508 11.0205
C -14.6205 -12.2551 12.3051
C -14.3760 -11.5671 13.7256
C -15.4984 -11.8818 14.7102
C -16.9968 -11.6112 14.4064
C -13.8480 -13.4454 9.6521
C -15.1202 -13.0469 8.9758
C -15.6884 -14.1896 8.1221
C -14.9201 -14.4765 6.8077
C -12.8468 -10.6251 10.4980
C -14.1108 -9.7826 10.2376
C -13.7747 -8.4132 9.6346
C -12.9208 -7.5076 10.5412
H -7.6042 -15.0243 10.3941
H -7.7831 -13.4537 9.8248
H -8.8685 -14.7583 9.1388
H -8.8112 -13.7160 11.9204
H -9.9099 -15.0831 11.3741
H -10.9043 -13.3910 9.7573
H -9.9765 -12.1948 10.7088
H -11.3767 -12.5399 12.7042
H -11.9256 -14.0123 12.2523
H -15.0581 -13.2466 12.4214
H -15.3340 -11.6291 11.7692
H -14.2732 -10.4881 13.6101
H -13.4718 -12.0101 14.1431
H -15.3592 -11.4344 15.6944
H -15.4849 -12.9641 14.8389
H -17.5828 -11.6085 15.3255
H -17.3321 -12.3730 13.7026
H -17.3083 -10.6272 14.0559
H -13.7701 -14.4597 10.0437
H -13.0485 -13.3164 8.9226
H -14.8751 -12.1381 8.4262
H -15.8787 -12.8235 9.7260
H -16.7238 -14.0630 7.8056
H -15.7598 -15.0944 8.7257
H -13.9403 -14.8713 7.0766
H -14.8193 -13.5161 6.3022
H -15.4357 -15.1557 6.1287
H -12.2846 -10.8246 9.5857
H -12.2443 -10.1629 11.2800
H -14.7615 -9.5856 11.0895
H -14.6612 -10.2095 9.3992
H -14.6788 -7.8145 9.5241
H -13.2525 -8.4713 8.6796
H -11.8427 -7.6673 10.5266
H -13.2180 -7.5894 11.5867
H -13.0015 -6.4707 10.2150
C -14.5256 -20.7488 11.2277
F -13.4226 -20.2669 10.6998
F -15.5377 -20.3615 10.4719
F -14.4694 -22.0698 11.2711
S -14.6989 -19.9523 13.0312
O -15.9775 -20.3489 13.5498
O -13.6216 -20.5554 13.8732
O -14.5066 -18.5158 12.9094
C -17.6637 -13.7061 22.6142
F -16.7488 -12.7798 22.4645
F -18.2777 -13.3439 23.7033
F -18.5637 -13.7657 21.5270
S -16.8400 -15.4875 22.9024
O -16.3945 -15.9133 21.5561
O -15.8717 -15.3185 23.9871
O -17.8489 -16.4836 23.3542
C -10.8757 -20.5083 26.1789
F -10.6737 -21.5713 26.8984
F -12.1947 -20.3437 25.9525
F -10.3496 -19.4741 26.8045
S -10.0589 -20.6609 24.4615
O -10.8353 -19.7943 23.5702
O -8.6712 -20.1677 24.7002
O -10.1009 -22.1243 24.1368
C -3.0924 -16.8065 17.9251
F -2.1006 -15.9267 18.0196
F -2.9302 -17.3037 16.6897
F -2.9732 -17.8074 18.8632
S -4.7195 -15.8024 18.1541
O -5.7602 -16.8054 18.3920
O -4.5059 -14.8850 19.3083
O -4.8335 -15.0445 16.8719


(2)
61
Properties=species:S:1:pos:R:3 method="wB97M-V/def2-TZVPD" de_lowest_kj_mol=106.3 multiplicity=2 total_energy_ha=-3621.7822 total_charge=+1 s_squared=0.765 gap_ev="7.478 / 7.982" homo_ev="-12.08 / -12.04"
Cr -0.1460 -0.7783 -0.7481
O -3.0592 -0.8423 -1.2241
S -2.9137 -1.2540 0.2595
O -3.8162 -2.2873 0.5946
O -1.4598 -1.5679 0.4534
C -3.2195 0.1973 1.1831
C -4.3294 0.1797 2.0126
C -4.5995 1.2935 2.7981
C -3.7593 2.3905 2.7518
C -2.6474 2.3924 1.9163
C -2.3588 1.3006 1.1064
P -0.8951 1.4156 0.0188
C 0.3532 2.1890 1.0644
C 0.6843 1.5771 2.2738
C 1.6899 2.1080 3.0598
C 2.3733 3.2449 2.6408
C 2.0481 3.8506 1.4386
C 1.0386 3.3227 0.6443
C -1.3319 2.5322 -1.3239
C -2.5305 3.2414 -1.3481
C -2.8256 4.0629 -2.4262
C -1.9279 4.1829 -3.4749
C -0.7325 3.4770 -3.4569
C -0.4362 2.6459 -2.3902
H -4.9635 -0.6941 2.0477
H -5.4613 1.2924 3.4503
H -3.9631 3.2542 3.3697
H -1.9954 3.2566 1.9030
H 0.1591 0.6890 2.6093
H 1.9444 1.6355 3.9985
H 3.1617 3.6573 3.2556
H 2.5774 4.7351 1.1127
H 0.7896 3.8045 -0.2924
H -3.2454 3.1493 -0.5427
H -3.7607 4.6051 -2.4453
H -2.1641 4.8227 -4.3146
H -0.0348 3.5634 -4.2780
H 0.4911 2.0883 -2.3951
O -1.7740 -0.3411 -3.0610
C -1.7144 -0.5683 -1.9170
F 1.3396 0.0444 -1.5987
B 2.5076 -0.3039 -0.6040
F 1.6814 -0.8296 0.4419
F 3.1102 0.8465 -0.2911
F 3.2611 -1.2630 -1.1784
N 0.4766 -2.6271 -1.3616
C 1.1619 -3.5554 -1.2570
N 1.8949 -4.6222 -1.2061
C 3.3095 -4.5537 -1.6557
C 4.2011 -4.4147 -0.4384
O 3.9606 -5.4683 0.4768
C 2.6388 -5.4359 0.9716
C 1.6402 -5.6340 -0.1533
H 3.4144 -3.7221 -2.3489
H 3.5036 -5.4909 -2.1787
H 4.0286 -3.4453 0.0460
H 5.2489 -4.4780 -0.7275
H 2.4491 -4.4818 1.4823
H 2.5490 -6.2435 1.6972
H 0.6091 -5.5365 0.1829
H 1.7681 -6.6093 -0.6234


(3)
57
Properties=species:S:1:pos:R:3 method="wB97M-V/def2-TZVPD" de_lowest_kj_mol=1814.6 smiles="CCOC(=O)CCCNC(=O)CCNC(=O)c1ccc(OCC(C)C)cc1" total_energy_ha=-1265.2384 gap_ev=8.396 homo_ev=-8.52
C -3.1593 2.4193 3.7176
C -2.8610 2.9405 2.2808
H -3.6171 3.6762 1.9638
H -2.8061 1.9900 1.5667
O -1.6077 3.3679 2.1386
C -1.0452 4.0600 1.2485
O -1.6305 4.3234 0.3151
C 0.1784 4.5204 1.4845
H 0.8136 3.6228 1.7516
H 0.2820 5.2634 2.3316
C 0.8336 5.2476 0.4927
H -0.0144 5.7904 -0.0950
H 1.6226 5.9708 0.4203
C 1.4357 4.3941 -0.6772
N 0.2910 3.5835 -1.4995
C 0.1812 3.8618 -2.6905
O 0.7595 4.7031 -3.5674
C -1.1103 3.1864 -3.2640
H -1.0150 2.6640 -4.0117
H -1.7351 3.9964 -3.5657
C -2.1219 2.3047 -2.3040
N -1.3497 0.9810 -1.8642
C -0.8937 0.7005 -0.7224
O -0.6114 1.4566 0.1925
C -0.7116 -0.7742 -0.6944
C -1.0373 -1.6721 -1.4938
C -0.4562 -3.0124 -1.5619
C 0.4688 -3.2895 -0.3925
C 1.2493 -2.3232 0.2193
C 0.6822 -0.9424 0.0783
H 0.9482 -0.1943 0.7620
H 1.8376 -2.5149 0.8250
O 0.9647 -4.5660 -0.4616
C 2.0673 -4.9878 0.2132
C 2.3151 -6.4972 0.1160
C 3.5169 -6.8350 1.1061
H 4.2540 -6.3551 0.4574
H 3.7132 -6.5962 2.0739
H 3.7396 -7.9567 0.8335
C 1.1545 -7.3523 0.8504
H 0.3282 -6.8098 0.1689
H 1.4457 -8.4006 0.6618
H 1.0264 -7.1909 1.7378
H 2.4802 -6.7022 -1.0167
H 1.7336 -4.8616 1.4244
H 2.9170 -4.2572 -0.0098
H -0.8912 -3.7511 -2.0351
H -1.7965 -1.4304 -2.2864
H -1.5966 0.4180 -2.7340
H -2.9900 2.1044 -2.6264
H -2.2428 2.9070 -1.2921
H -0.2288 3.0341 -0.8275
H 1.9883 3.8248 -0.2962
H 2.0540 5.0432 -1.5878
H -2.4042 1.7754 4.0428
H -3.1045 3.2903 4.5220
H -4.2443 1.8514 3.5805